Record 1
C7H24Cl4O5 | ωB97M-V/def2-TZVPD

Geometry as XYZ:
```
40
Properties=species:S:1:pos:R:3:forces:R:3
Cl -3.4679 -3.1323 -1.2758 -0.9541 -0.8493 -0.5135
C -2.6854 -1.7796 -0.5743 0.9335 0.5058 -0.1012
Cl -3.5261 -0.9764 0.7217 -0.5137 0.1095 0.9278
H -1.7373 -2.1512 -0.2404 0.4856 0.1360 0.5406
H -2.5391 -0.9820 -1.2687 0.1472 -0.0094 -0.8458
Cl 2.5462 1.8224 1.2554 0.6601 0.5366 -0.2661
C 1.1623 1.0717 1.9719 -1.6392 -0.2680 -0.6710
Cl 1.0960 1.1898 3.7232 0.0615 -0.0186 0.0877
H 0.2347 1.5274 1.5515 0.8174 -0.1527 0.4429
H 1.1650 0.0346 1.6520 0.0676 -0.1653 0.3967
C -0.6802 -4.1282 1.8581 -1.3469 0.4257 0.8698
O -0.2623 -2.7828 1.7643 1.1219 0.1687 -0.1858
H -1.7890 -4.1219 1.7080 0.8374 -0.2464 0.1054
H -0.2165 -4.7247 1.1135 0.3352 -0.6994 -0.9041
H -0.4689 -4.6046 2.8376 -0.0555 0.4205 -0.2788
H 0.6846 -2.7703 1.4544 -1.0153 0.0028 0.3182
C -0.8650 6.0035 0.8756 1.0453 0.3184 1.1258
O 0.1470 5.1581 0.3997 0.0904 -0.3342 -0.3187
H -0.7666 6.8892 0.3241 -0.1503 1.3359 -0.8553
H -1.8425 5.6271 0.7903 -1.3857 -0.7599 -0.3734
H -0.7222 6.2804 1.9222 0.1294 -0.0631 0.1490
H 0.2533 4.4630 1.0390 0.2898 -0.5343 0.2681
C -1.4161 2.1368 -1.5354 -1.2058 -0.2709 0.3858
O -1.1370 0.8763 -0.9373 0.5370 0.1463 0.1490
H -0.5667 2.7200 -1.7656 1.3140 0.3290 0.0206
H -1.9411 1.9404 -2.4371 -0.4130 -0.1685 -1.0486
H -2.0879 2.7556 -0.9586 -0.1047 0.0711 0.5469
H -1.5644 0.7719 -0.0876 -0.3108 0.1949 0.2291
C 1.0893 -0.1726 -2.8718 0.5559 0.2284 -0.8879
O 0.9268 -0.7185 -1.5800 -0.1029 -0.2237 0.5535
H 0.1706 0.4145 -3.2080 1.2326 -0.7715 0.3647
H 2.0157 0.4693 -2.8728 -1.0028 -0.2601 -0.2335
H 1.3002 -1.0214 -3.5869 -0.4685 0.9072 0.7212
H 0.4119 -0.0897 -1.0424 -0.0571 -0.1042 -0.4837
C 3.0700 -3.2468 -0.1229 0.7741 -1.2772 -2.0704
O 2.1326 -2.3964 0.4586 -0.0091 0.2645 0.9710
H 3.7825 -2.7326 -0.8414 -1.1336 -0.3967 0.5004
H 3.7578 -3.7144 0.5773 -0.2998 0.3392 0.7494
H 2.5748 -4.1487 -0.6269 0.5183 1.3164 0.2636
H 1.7610 -1.7567 -0.1644 0.2145 -0.1833 -0.6495
```
Positions in Å, forces in eV/Å.

Relative energy (zero: lowest compared OMol25 entry of this formula, charge and spin): 0.0 kcal/mol
Highest occupied orbital energy: -0.3631 Eh
HOMO-LUMO gap: 10.182 eV
Net charge: 0


Record 2
C7H24HgN6O6 | ωB97M-V/def2-TZVPD

Geometry as XYZ:
```
44
Properties=species:S:1:pos:R:3:forces:R:3
Hg -17.3994 -18.9844 -12.6219 -0.0191 0.6611 1.7895
C -21.1767 -19.9947 -12.9819 -0.5212 0.1643 0.0314
C -20.4558 -19.3108 -11.8240 0.1963 -0.3997 0.8764
O -19.4945 -18.3807 -12.1541 0.0994 0.3456 -0.7330
H -20.4836 -20.4558 -13.6834 0.0289 -0.1439 -0.0053
H -21.7937 -19.2870 -13.5486 0.1175 0.0273 0.1063
H -21.8824 -20.7387 -12.5993 0.1763 -0.1513 0.0034
H -20.0420 -20.0949 -11.1556 0.0330 -0.1118 -0.3069
H -21.2318 -18.8680 -11.1708 -0.0209 0.2560 -0.2376
C -14.0271 -18.5385 -9.7590 0.0452 -0.5615 0.3793
C -15.3717 -18.1642 -10.3567 -0.8709 -0.2531 0.0336
O -16.1003 -19.2734 -10.8226 0.3935 -0.0139 -0.6093
H -13.6296 -17.7088 -9.1671 0.2512 0.0544 -0.3025
H -13.3206 -18.8962 -10.5074 0.2096 0.3827 -0.1836
H -14.1067 -19.3808 -9.0614 -0.3712 0.0915 0.0109
H -15.2381 -17.4166 -11.1513 0.2045 0.0114 0.1641
H -15.9506 -17.6724 -9.5533 0.0437 0.1653 -0.0675
C -16.6302 -15.3926 -12.5019 -0.5973 0.3551 0.1096
O -16.6911 -16.5734 -12.7886 0.2617 0.1182 -0.4142
N -17.7652 -14.6454 -12.2905 0.6461 -0.4344 -0.1538
N -15.4549 -14.7163 -12.3794 -0.0092 0.0989 0.1120
H -18.6211 -15.1083 -12.5335 -0.2050 0.0922 0.3167
H -17.7270 -13.7004 -11.9628 -0.2357 0.0260 -0.0901
H -15.4420 -13.7454 -12.1314 0.1359 0.0032 -0.1177
H -14.6132 -15.1659 -12.6844 0.0367 -0.0853 0.1325
C -18.8742 -18.8162 -15.4371 0.3034 0.1052 0.2626
O -17.7733 -18.5127 -14.9695 -0.1172 -0.2128 -0.2885
N -18.9991 -19.8533 -16.3254 -0.3545 0.1530 0.2799
N -20.0072 -18.1768 -15.0867 0.0054 0.3577 -0.6771
H -18.1554 -20.3103 -16.6145 0.0287 0.0941 -0.1764
H -19.8416 -19.9286 -16.8650 0.1211 -0.2163 -0.1772
H -19.9597 -17.6107 -14.2536 0.1050 -0.1853 0.3957
H -20.9087 -18.5294 -15.3502 0.0549 -0.0935 0.0639
C -14.4032 -20.6192 -13.7193 -0.1654 0.0348 1.1856
O -15.5009 -20.0819 -13.6372 0.3374 -0.3285 -1.3028
N -13.7004 -20.8612 -12.5710 -0.3721 -0.1173 -0.1690
N -13.8882 -21.0888 -14.8844 -0.1308 0.1983 -0.5109
H -14.2504 -20.5701 -11.7677 0.2954 0.2624 0.2058
H -12.6983 -20.8702 -12.5433 0.0129 -0.0534 0.0736
H -12.9694 -21.4768 -14.9798 0.0222 -0.0127 0.1754
H -14.3851 -20.8244 -15.7155 0.0748 0.0382 -0.0383
O -18.0146 -21.2695 -13.1057 -0.2649 -0.8639 -0.2518
H -18.6445 -21.4895 -13.7994 -0.0447 0.0427 -0.0162
H -17.9688 -22.0459 -12.5381 0.0596 0.0990 0.1215
```
Positions in Å, forces in eV/Å.

Relative energy (zero: lowest compared OMol25 entry of this formula, charge and spin): 0.0 kcal/mol
Highest occupied orbital energy: -0.2601 Eh
HOMO-LUMO gap: 7.552 eV
Net charge: 0


Record 3
C7H24N8O5 | ωB97M-V/def2-TZVPD

Geometry as XYZ:
```
44
Properties=species:S:1:pos:R:3:forces:R:3
C -1.1389 -1.6719 0.6286 -1.7746 -1.4145 -1.2205
O -2.3274 -1.4932 0.8817 -2.5323 2.2821 1.4002
N -0.3159 -0.8757 0.0378 1.1854 3.5997 -0.9176
N -0.7365 -2.8999 0.6658 2.5151 -4.2989 1.1260
H 0.5181 -1.1329 -0.4706 0.2128 -0.4477 0.2844
H -0.5704 0.0989 -0.0358 0.2506 0.1888 0.0384
H 0.2613 -3.0266 0.7585 -0.0054 -0.3517 -0.2065
H -1.2856 -3.6080 1.1317 -0.0493 0.3555 -0.1097
C 3.5367 -0.7107 0.3641 0.1399 -0.1091 5.7534
O 3.7872 -0.4961 1.5701 0.2626 0.3434 -0.8919
N 3.0709 0.1655 -0.4469 -0.8692 3.4589 -2.6847
N 3.4719 -1.9304 -0.0810 0.2616 -3.5878 -1.3060
H 2.9793 1.1164 -0.1189 0.1423 -0.3654 -0.4354
H 2.6861 -0.1912 -1.3098 -0.1951 0.6604 -0.2050
H 3.5511 -2.6605 0.6123 0.3421 0.0317 -0.5566
H 3.3693 -2.0765 -1.0751 -0.0990 -0.6181 0.2985
C 1.0521 -0.9576 -3.4020 1.7650 -2.4872 0.5837
O 1.7375 -1.4438 -2.4974 0.0955 0.1073 1.0817
N 0.0238 -0.2040 -3.2166 -2.8895 2.6141 1.2815
N 1.2480 -1.3346 -4.6433 0.6867 -0.2851 -2.3132
H -0.5218 0.1513 -3.9887 -0.0570 -0.1920 0.4185
H -0.3490 -0.2047 -2.2779 -0.0766 0.5162 -0.2969
H 0.8589 -0.7473 -5.3670 0.3906 -0.6825 -0.3465
H 1.9713 -2.0265 -4.7774 -0.0305 0.4766 -0.4727
C -4.9533 -0.7161 2.9848 3.3506 -3.6912 -4.4339
O -5.7398 -0.4933 3.8721 -3.9205 0.9351 4.3292
N -4.8125 -1.8965 2.4134 -2.3470 -2.2551 0.9935
N -4.1251 0.1374 2.5556 1.6730 4.3734 0.0979
H -4.1284 -2.1443 1.7129 0.6475 0.5435 -0.1587
H -5.4126 -2.6284 2.7658 0.0887 -0.1546 -0.2941
H -4.0367 0.9924 3.0859 0.2623 0.2364 -0.4582
H -3.4160 -0.1731 1.9067 0.7878 -0.1939 -0.4027
C 1.9004 3.2390 -0.3080 0.7582 0.9283 0.2970
C 0.8182 2.4747 0.4186 3.4403 -1.1079 2.6901
C 0.1107 3.1437 1.5679 -0.4750 0.8880 -0.9498
O -0.0325 1.8561 -0.4286 -2.7346 -0.2439 -1.7959
H 2.8516 3.1636 0.2188 0.0605 -0.1108 0.2651
H 1.7448 4.3175 -0.3347 -0.3835 0.0760 -0.3003
H 2.1152 2.8740 -1.3124 -0.4166 -0.0712 -0.0174
H 1.3102 1.6552 0.9425 0.4586 -0.3477 -0.1466
H -0.7919 2.5676 1.7712 0.0581 -0.1153 0.3700
H -0.2100 4.0983 1.1508 -0.1984 0.5341 0.6417
H 0.7218 3.2507 2.4642 -0.0914 0.1454 -0.2031
H -0.7923 2.4415 -0.3898 -0.6901 -0.1631 -0.8270
```
Positions in Å, forces in eV/Å.

Spin multiplicity: 2
Highest occupied orbital energy (alpha / beta): -0.4052 / -0.4052 Eh
HOMO-LUMO gap (alpha / beta): 8.425 / 2.286 eV
Net charge: +1


Record 4
C7H24NO13S | ωB97M-V/def2-TZVPD

Geometry as XYZ:
```
46
Properties=species:S:1:pos:R:3:forces:R:3
S 2.8641 2.1268 3.4103 0.8617 1.0431 0.6940
O 4.2723 2.1400 2.9866 0.4018 -0.3032 0.4905
O 2.0539 1.5196 2.3783 -1.7719 -2.2355 -1.6603
O 2.6661 1.3900 4.7089 0.4268 -0.2798 -0.0408
O 2.3717 3.4909 3.5108 -0.5067 2.1911 1.2171
O 3.5411 0.4093 0.6994 0.7905 -0.6901 -2.5211
C 3.1494 0.8492 -0.5370 -0.3458 -0.0050 -0.1788
O 2.0250 1.3735 -0.6122 -0.9042 0.0722 -0.2634
O 3.9015 0.6872 -1.5135 1.4866 -1.0471 -0.7599
H 2.8018 0.8035 1.1680 -1.0756 0.7822 2.8027
C -6.5990 -0.5854 -2.2296 0.7089 -0.3468 -0.1010
O -5.4804 0.2619 -1.9215 -1.0554 -0.0932 1.3140
C -5.3252 0.4506 -0.4625 -0.0799 -0.2860 -0.5943
C -3.9905 1.0509 -0.0761 0.2724 0.7332 -0.1619
N -2.7971 0.3355 -0.5656 -1.8775 0.5319 0.6538
C -2.8151 -0.9925 -0.0143 1.7339 -1.9804 -0.0506
C -1.4925 -1.7551 -0.3709 0.6488 1.5202 2.1270
O -0.3607 -1.3430 0.5176 -2.2592 -1.2161 -2.1821
C 0.8311 -1.9054 -0.0186 0.8335 0.7533 1.2741
H -6.7598 -0.6809 -3.3035 0.4391 0.5250 -0.1766
H -7.5736 -0.3134 -1.8242 0.1028 0.5595 0.4415
H -6.4017 -1.6112 -1.9183 0.1265 -0.1583 0.3853
H -5.4241 -0.4967 0.0674 -0.0754 -0.4387 -0.3559
H -6.0902 1.0870 -0.0177 -0.4623 0.2540 -0.4866
H -4.0401 1.1387 1.0093 0.4092 -0.4737 0.2753
H -3.9352 2.1064 -0.3423 0.0439 0.0170 -0.6073
H -3.0711 0.2081 -1.5293 0.6948 0.0852 -0.6317
H -3.5944 -1.6436 -0.4103 -0.4781 -0.1019 -0.5786
H -3.0410 -1.0439 1.0508 0.5766 0.5407 0.2648
H -1.2707 -1.5401 -1.4162 0.2808 0.0709 -0.1246
H -1.6366 -2.8290 -0.2521 -0.0619 -0.2567 0.0120
H 1.1965 -1.3794 -0.9006 -0.2455 -0.1209 -0.2261
H 0.8028 -2.9897 -0.1265 -0.4588 -0.2875 -0.4205
H 1.5784 -1.7432 0.7581 0.1314 0.2518 -0.0628
O 2.0343 2.0288 -3.3441 -0.1448 0.4806 -1.7963
H 1.2180 2.5191 -3.4412 -0.1648 0.0981 0.1658
H 1.9420 1.5723 -2.5078 0.3649 -0.3194 1.6286
O 6.1424 0.9375 1.2829 1.7463 0.0078 0.1343
H 6.5560 0.3348 0.6649 -0.0923 -0.1196 -0.2828
H 5.2116 0.9067 1.0619 -1.1362 0.1124 0.1919
O 4.4963 -0.7027 3.9679 0.7498 -1.6452 0.2171
H 3.7954 -0.1023 4.2218 -0.7357 1.1764 0.3479
H 4.3590 -0.8497 3.0320 0.0418 0.4083 -0.2957
O 3.7056 -1.8524 -2.5522 -0.1730 -1.6362 -0.8463
H 3.7450 -1.0132 -2.0934 0.1413 1.7945 0.6042
H 4.4378 -2.3554 -2.1956 0.0908 0.0319 0.1644
```
Positions in Å, forces in eV/Å.

Highest occupied orbital energy: 0.0953 Eh
HOMO-LUMO gap: 2.282 eV
Net charge: -3


Record 5
C7H26HgN2O8 | ωB97M-V/def2-TZVPD

Geometry as XYZ:
```
44
Properties=species:S:1:pos:R:3:forces:R:3
Hg -0.3304 0.5690 -0.4551 0.9340 -0.2520 0.1692
C -0.2852 -0.3157 -5.1362 0.6642 0.4971 -0.7977
C -0.6618 0.2967 -3.8002 -0.5947 0.4300 0.6326
O -0.4516 -0.4810 -2.6795 0.2622 0.0980 0.9929
H 0.7993 -0.4232 -5.1549 0.0437 -0.8272 -0.0206
H -0.4509 0.3363 -5.9938 -0.1740 0.9154 0.2169
H -0.8417 -1.1691 -5.5238 0.2212 -0.6207 0.9498
H -1.6794 0.6775 -3.8881 -1.0182 -0.2585 0.0215
H -0.1784 1.2642 -3.6648 0.8280 0.5097 -0.5108
C -0.3100 1.1660 4.1357 1.6874 1.4514 1.3974
C -0.9480 1.0440 2.8132 -0.8356 -0.9436 -1.6958
O -0.2331 1.4747 1.6687 0.3318 -0.1368 0.2631
H -0.9120 0.7763 4.9566 -0.0691 -0.4582 -0.1944
H -0.1853 2.2144 4.4067 -0.1934 0.4458 -0.1131
H 0.7288 0.8454 4.2138 -0.1189 -0.7547 -0.1055
H -1.9039 1.5485 2.9538 -0.4533 0.4778 -0.5157
H -1.2368 -0.0013 2.7029 -0.0574 -0.5275 -0.1970
C 3.0089 -0.7283 0.7675 -0.9388 2.4308 0.8132
C 3.2875 0.6724 1.3902 -1.8943 -0.0185 -0.4399
O 2.4691 0.9509 2.5299 2.2767 -0.9306 0.7264
O 1.7348 -0.6675 0.0491 2.2889 -0.8465 0.2928
H 2.8525 -1.3990 1.6124 0.4902 -0.3411 -0.0724
H 3.8419 -0.9662 0.1059 -0.1245 -0.3874 -0.0870
H 2.9700 1.4754 0.7250 0.4183 -0.2530 -0.9438
H 4.3649 0.7750 1.5203 -0.1129 0.0637 0.8814
H 1.5545 1.0846 2.2708 -1.0293 0.2804 -0.8251
H 1.7987 -1.5174 -0.3926 -1.0427 -0.0292 -0.5773
C -1.2347 -2.5902 0.9854 2.0290 2.5194 -0.8860
O -0.7226 -1.5845 0.5833 0.4481 2.0560 -0.6007
N -2.4806 -2.8840 1.0016 -5.6425 -1.0030 -0.3296
N -0.5482 -3.5538 1.4759 2.9749 -4.8629 2.1748
H -2.6563 -3.8715 1.1203 -1.0273 0.6163 -0.0321
H -3.2311 -2.2198 0.8761 0.3652 -0.3384 -0.0259
H 0.4563 -3.6053 1.5676 -0.3887 0.3783 -0.2866
H -1.0877 -4.3734 1.7152 0.9314 -0.0699 0.3614
O -2.5851 0.1899 -0.6008 -1.4364 0.2472 0.2751
H -3.1092 0.8413 -1.0670 -0.1550 0.1482 -0.2660
H -3.1036 -0.6133 -0.6475 0.2036 -0.3868 -0.2216
O 1.5608 1.7389 -1.6357 0.1920 0.4917 -0.1143
H 1.4601 1.4716 -2.5493 -0.2730 -0.3578 -0.3839
H 2.4453 2.1018 -1.5880 0.2538 0.0729 0.2605
O -1.1131 2.8207 -1.0995 -0.3997 0.1860 -0.3543
H -2.0655 2.9127 -1.0763 -0.2378 0.1151 0.1132
H -0.7877 3.7159 -1.1943 0.3727 0.1731 0.0549
```
Positions in Å, forces in eV/Å.

Highest occupied orbital energy: -0.2663 Eh
HOMO-LUMO gap: 7.210 eV
Net charge: 0


Record 6
C7H26MnN4OP | ωB97M-V/def2-TZVPD

Geometry as XYZ:
```
40
Properties=species:S:1:pos:R:3:forces:R:3
C -1.3708 1.7699 -2.2689 0.2974 1.3757 0.4309
Mn -0.3751 0.0910 -2.7378 -0.0457 0.3111 -1.4436
N 0.8913 -1.4751 -3.5427 0.8307 -0.9809 1.0609
H -0.4552 0.6781 -4.2220 0.2943 -0.0711 0.1476
H 1.8929 -1.2768 -3.5708 -0.1534 -0.0610 0.0254
H -1.5713 0.0086 -3.8129 -0.8238 -1.1372 -0.7269
H -1.7770 2.2199 -3.1892 0.1000 -0.0543 0.4961
H -0.6569 2.4492 -1.7798 -0.4726 0.4491 0.1232
H -2.1733 1.4937 -1.5692 0.1329 0.1669 -0.1993
H 0.7810 -2.3145 -2.9357 0.1267 0.7741 -0.5177
H 0.6194 -1.7490 -4.4685 -0.2980 0.0329 -0.4741
C 2.2802 1.4272 0.7213 0.0161 -0.1427 0.0974
N 1.6348 0.2775 0.1021 -0.8551 0.1238 0.6285
C 2.5497 -0.8661 -0.0383 0.1841 -0.0363 0.0153
P 0.0412 -0.1427 0.2947 0.2878 -2.1322 -0.4868
O -0.4554 -0.8052 -0.9752 -0.0837 0.0544 1.3278
N -0.0338 -1.3997 1.4230 -0.0013 0.8879 -0.0472
C -1.0902 -2.3717 1.2054 -0.2892 -0.2554 0.1140
C 0.2192 -1.1305 2.8533 -0.2675 -0.4863 -0.8005
N -0.9335 1.0725 0.8020 -0.5502 0.7186 1.0317
C -2.3710 0.6885 0.9811 0.4159 -0.0036 -0.1184
C -0.5748 2.0377 1.8633 -0.1526 -0.1155 -0.0433
H 3.3024 1.3773 0.3780 0.3705 0.2704 0.0976
H 2.2728 1.3960 1.8193 0.0946 0.0227 -0.1123
H 1.8639 2.3644 0.3741 -0.1800 0.1583 -0.1286
H 2.7767 -1.3453 0.9281 -0.0220 0.1307 -0.1875
H 2.1746 -1.6365 -0.7233 -0.1359 0.2614 0.1445
H 3.4674 -0.4460 -0.4627 -0.0550 -0.3112 0.0068
H -1.0935 -2.6895 0.1584 0.0097 0.0279 0.2906
H -0.8356 -3.2200 1.8500 -0.3919 -0.0718 -0.1225
H -2.1155 -1.9866 1.4475 0.6897 -0.3910 0.0137
H 0.4017 -2.1203 3.2775 0.0664 0.2172 0.3978
H 1.1047 -0.5178 2.9942 0.1616 0.0856 -0.0629
H -0.6322 -0.6548 3.3686 0.0977 -0.1547 -0.0843
H -2.5746 0.1778 1.9557 0.3104 0.3972 -0.5995
H -2.9216 1.6368 0.9480 -0.0598 -0.3424 -0.0383
H -2.7127 0.0471 0.1614 0.1819 0.1553 0.1451
H -0.3213 1.5848 2.8454 -0.1499 0.1142 -0.5271
H 0.2352 2.6857 1.5545 0.0722 0.0000 0.0033
H -1.4635 2.6646 1.9902 0.2470 0.0121 0.1227
```
Positions in Å, forces in eV/Å.

Spin multiplicity: 6
Highest occupied orbital energy (alpha / beta): 0.0241 / -0.1328 Eh
HOMO-LUMO gap (alpha / beta): 2.286 / 6.673 eV
Net charge: -1


Computed values of energy (unit: Eh) for the preceding records, in sequence: -2497.9630; -1214.5372; -1095.1371; -1712.0380; -1146.9914; -2068.7662.
Computed values of max |F| (unit: eV Å⁻¹) for the preceding records, in sequence: 2.6; 1.9; 6.7; 3.4; 6.1; 2.2.